P.
Density functional theory data (ωB97M-V/def2-TZVPD) for a structure of composition C5H11N3.

Geometry (Å):
N  0.40  1.34  -1.05
N  -1.44  -0.70  1.39
N  -0.16  0.37  -0.21
C  1.22  -0.48  1.43
C  0.81  -2.02  -0.69
C  0.96  -0.57  -0.03
C  -1.36  0.15  0.37
C  -0.53  2.29  -1.47
H  -2.17  0.84  -0.05
H  1.97  -1.31  1.83
H  0.28  -0.79  2.15
H  1.63  -2.20  -1.94
H  -0.52  -2.52  -0.77
H  -0.48  3.23  -2.14
H  -1.70  2.37  -1.29
H  1.84  0.07  -0.53
H  1.82  0.53  1.62
H  1.54  -2.69  0.39
H  -2.48  -0.78  2.12

Summary:
* Kohn-Sham gap: 8.677 eV
* total charge: 0
* HOMO: -8.524 eV
* spin multiplicity: 1

These are the Löwdin partial charges, in e, on atoms 1 to 8:
1 N 0.04
2 N -0.02
3 N -0.19
4 C -0.18
5 C -0.12
6 C -0.54
7 C -0.27
8 C -0.03


Q.
Density functional theory data (ωB97M-V/def2-TZVPD) for an isolated molecule of C5H11N3.

Geometry (Å):
N  2.30  -0.18  -0.54
N  -1.09  -0.48  0.47
N  -0.94  1.78  0.31
C  -0.03  0.89  -0.56
C  0.20  -1.03  1.04
C  -2.15  -0.75  -0.47
C  -0.83  -0.25  -0.98
C  0.98  0.19  0.16
H  -2.78  0.20  -0.32
H  3.10  -0.21  0.07
H  0.31  -2.22  0.94
H  -2.21  -1.71  -1.03
H  0.25  -0.69  2.19
H  -0.31  2.61  0.65
H  2.36  -1.10  -1.05
H  -0.29  -0.95  -1.60
H  0.49  1.68  -1.37
H  -0.87  1.11  1.31
H  1.51  1.12  0.78

Summary:
* Kohn-Sham gap: 9.505 eV
* total charge: 0
* HOMO: -8.535 eV
* spin multiplicity: 1

These are the Löwdin partial charges, in e, on atoms 1 to 8:
1 N 0.01
2 N -0.22
3 N 0.00
4 C -0.45
5 C -0.05
6 C -0.04
7 C -0.25
8 C -0.34


R.
Density functional theory data (ωB97M-V/def2-TZVPD) for an isolated molecule of C5H11N3.

Geometry (Å):
N  -0.64  -1.09  0.51
N  0.08  0.07  0.48
N  2.05  1.22  -0.23
C  -2.12  0.58  -0.27
C  1.37  0.14  -0.04
C  -0.79  1.25  0.23
C  -1.74  -0.91  -0.43
C  2.05  -1.13  -0.21
H  -2.32  0.99  -1.27
H  2.87  -1.03  -0.84
H  -0.41  1.89  -0.52
H  -0.93  -1.25  1.44
H  -0.88  1.70  1.21
H  1.53  2.06  0.02
H  -2.99  0.72  0.32
H  -1.29  -1.08  -1.44
H  -2.58  -1.69  -0.31
H  2.55  -1.32  0.76
H  1.47  -1.97  -0.46

Summary:
* Kohn-Sham gap: 9.483 eV
* total charge: 0
* HOMO: -8.579 eV
* spin multiplicity: 1

These are the Löwdin partial charges, in e, on atoms 1 to 8:
1 N -0.04
2 N -0.13
3 N 0.11
4 C -0.14
5 C -0.46
6 C -0.11
7 C -0.18
8 C -0.04


R has the most favorable energy; the next structure is 151.3 kcal/mol above.


P.
Density functional theory data (ωB97M-V/def2-TZVPD) for a cluster of 2 separate species, C5H11N3 in total.

Geometry (Å):
N  -1.41  -1.41  -0.34
N  0.95  -1.06  0.32
N  3.27  0.03  0.22
C  -1.48  -0.26  0.69
C  1.92  0.02  -0.02
C  -2.19  0.94  -0.07
C  1.09  1.08  -0.49
C  -0.15  -1.59  -0.56
H  -2.08  -0.36  1.62
H  0.93  1.93  0.35
H  -0.34  -0.08  0.80
H  -0.30  0.74  -0.91
H  -3.38  0.50  -0.18
H  1.92  1.45  -1.45
H  0.29  -2.44  -1.17
H  3.35  -0.83  0.76
H  1.54  -1.77  0.56
H  -2.41  1.78  0.72
H  -1.50  1.33  -0.85

Summary:
* Kohn-Sham gap: 9.965 eV
* total charge: 0
* HOMO: -9.185 eV
* spin multiplicity: 1

These are the Löwdin partial charges, in e, on atoms 1 to 8:
1 N 0.06
2 N -0.03
3 N 0.10
4 C -0.29
5 C -0.49
6 C -0.14
7 C -0.10
8 C -0.19


Q.
Density functional theory data (ωB97M-V/def2-TZVPD) for a structure of composition C5H11N3.

Geometry (Å):
N  0.18  -1.68  0.12
N  0.59  0.54  0.27
N  -1.03  2.33  0.67
C  1.38  -2.49  0.48
C  1.39  1.14  -0.76
C  -0.18  1.51  0.48
C  -2.44  2.11  1.04
C  -0.24  -1.83  -1.03
H  -1.13  -1.27  -1.31
H  2.14  -1.85  0.90
H  -2.59  1.91  2.13
H  1.74  2.18  -0.57
H  0.59  1.26  -1.60
H  0.33  -2.39  -1.83
H  -2.69  1.23  0.47
H  -3.04  2.99  0.61
H  2.18  0.52  -1.03
H  1.72  -3.13  -0.37
H  1.11  -3.07  1.32

Summary:
* Kohn-Sham gap: 9.301 eV
* total charge: 0
* HOMO: -8.373 eV
* spin multiplicity: 1

These are the Löwdin partial charges, in e, on atoms 1 to 8:
1 N -0.12
2 N 0.00
3 N 0.05
4 C -0.11
5 C -0.15
6 C -0.29
7 C -0.09
8 C -0.13


Q has the most favorable energy; the next structure is 59.7 kcal/mol above.


P.
Density functional theory data (ωB97M-V/def2-TZVPD) for an isolated molecule of C5H11N3.

Geometry (Å):
N  0.87  -0.29  -0.95
N  -0.40  0.67  2.41
N  2.17  -0.32  1.23
C  -0.49  -0.28  -1.06
C  -0.16  0.27  1.10
C  -1.28  -0.13  0.20
C  -1.16  -0.22  -2.38
C  1.15  0.36  0.49
H  -1.74  -1.13  -2.57
H  -1.79  -1.07  0.54
H  1.37  0.18  -1.71
H  3.10  -0.10  0.89
H  -2.12  0.61  0.11
H  -1.89  0.61  -2.38
H  -0.46  -0.09  -3.20
H  2.02  -1.32  1.17
H  1.51  1.37  0.26
H  -1.13  0.15  2.88
H  0.43  0.74  2.97

Summary:
* Kohn-Sham gap (alpha / beta): 6.295 / 7.095 eV
* total charge: 0
* HOMO (alpha / beta): -5.432 / -6.037 eV
* spin multiplicity: 1

These are the Löwdin partial charges, in e, on atoms 1 to 8:
1 N 0.05
2 N 0.10
3 N 0.05
4 C -0.37
5 C -0.31
6 C -0.14
7 C -0.07
8 C -0.34


Q.
Density functional theory data (ωB97M-V/def2-TZVPD) for a structure of composition C5H11N3.

Geometry (Å):
N  1.07  -0.73  0.70
N  -0.50  1.75  0.37
N  -1.43  0.43  -1.32
C  -0.51  0.43  -0.22
C  -0.77  -0.74  0.94
C  -0.98  -0.50  2.28
C  0.88  -0.11  -0.42
C  1.66  -0.30  -1.67
H  -1.68  -1.09  2.85
H  -1.37  1.27  -1.87
H  -1.36  -1.54  0.50
H  1.27  -1.14  -2.26
H  -1.37  -0.39  -1.91
H  0.37  1.91  0.87
H  1.94  -1.17  1.00
H  2.70  -0.53  -1.44
H  -1.25  1.77  1.08
H  -0.28  0.10  2.83
H  1.61  0.59  -2.29

Summary:
* Kohn-Sham gap: 7.212 eV
* total charge: 0
* HOMO: -6.688 eV
* spin multiplicity: 1

These are the Löwdin partial charges, in e, on atoms 1 to 8:
1 N 0.15
2 N 0.08
3 N 0.09
4 C -0.55
5 C -0.20
6 C -0.09
7 C -0.28
8 C -0.02


R.
Density functional theory data (ωB97M-V/def2-TZVPD) for a cluster of 2 separate species, C5H11N3 in total.

Geometry (Å):
N  0.45  -0.40  2.78
N  -1.72  0.50  -1.59
N  0.63  -1.04  -1.39
C  -0.65  2.38  -0.54
C  -0.66  0.99  -1.10
C  0.16  -2.15  1.05
C  0.61  0.19  -0.92
C  0.22  -0.85  1.63
H  0.54  0.61  2.83
H  -1.64  2.82  -0.62
H  -1.55  -0.45  -1.95
H  0.08  2.99  -1.07
H  1.52  0.79  -0.88
H  0.87  -2.86  1.46
H  -0.86  -2.55  1.01
H  -0.36  2.37  0.52
H  1.57  -1.35  -1.64
H  0.36  -0.06  0.63
H  0.42  -1.91  -0.19

Summary:
* Kohn-Sham gap: 8.999 eV
* total charge: 0
* HOMO: -9.235 eV
* spin multiplicity: 1

These are the Löwdin partial charges, in e, on atoms 1 to 8:
1 N 0.10
2 N 0.15
3 N 0.01
4 C -0.05
5 C -0.44
6 C -0.09
7 C -0.26
8 C -0.31


P has the most favorable energy; the next structure is 14.6 kcal/mol above.


P.
Density functional theory data (ωB97M-V/def2-TZVPD) for a cluster of 4 separate species, C3H15N2O3 in total.

Geometry (Å):
O  1.79  -3.83  0.76
O  -1.96  3.66  -2.03
O  2.45  -1.15  0.79
N  -0.77  -1.04  0.80
N  1.10  1.25  0.60
C  -2.27  0.11  -0.69
C  -0.06  0.99  -0.28
C  -0.95  0.02  -0.02
H  1.80  0.49  0.66
H  -0.30  1.68  -1.06
H  -2.51  1.09  -1.11
H  -2.33  -0.58  -1.53
H  2.16  -2.09  0.69
H  1.55  2.09  0.20
H  2.47  -4.10  1.40
H  0.79  1.55  1.52
H  1.99  -4.31  -0.07
H  -1.49  -1.72  0.99
H  0.09  -1.24  1.28
H  3.09  -1.10  1.51
H  -1.57  4.01  -2.84
H  -1.93  4.42  -1.44
H  -3.14  -0.20  -0.10

Summary:
* Kohn-Sham gap: 9.091 eV
* total charge: +1
* HOMO: -12.019 eV
* spin multiplicity: 1

These are the Löwdin partial charges, in e, on atoms 1 to 8:
1 O -0.04
2 O -0.06
3 O -0.06
4 N 0.15
5 N 0.18
6 C -0.02
7 C -0.08
8 C -0.39


Q.
Density functional theory data (ωB97M-V/def2-TZVPD) for a cluster of 4 separate species, C3H15N2O3 in total.

Geometry (Å):
O  0.25  1.50  3.51
O  1.78  -2.54  0.76
O  1.61  -1.97  -2.78
N  -0.88  2.58  -1.12
N  -0.76  -0.65  0.95
C  -1.59  -0.12  -1.40
C  -0.82  0.35  -0.16
C  -0.56  1.66  -0.10
H  1.86  -3.29  0.09
H  0.21  -1.09  0.90
H  2.57  -1.88  -2.70
H  0.95  1.18  4.06
H  2.14  -2.80  1.64
H  -1.34  2.39  -1.94
H  1.16  -1.11  -2.99
H  -2.22  0.74  -1.68
H  -0.42  3.38  -1.16
H  -2.11  -1.10  -1.25
H  -0.93  0.09  1.79
H  -1.38  -1.42  0.78
H  0.60  2.37  3.19
H  -0.76  -0.25  -2.27
H  -0.14  2.01  0.81

Summary:
* Kohn-Sham gap: 9.501 eV
* total charge: +1
* HOMO: -12.496 eV
* spin multiplicity: 1

These are the Löwdin partial charges, in e, on atoms 1 to 8:
1 O -0.05
2 O -0.09
3 O -0.08
4 N 0.13
5 N 0.21
6 C -0.03
7 C -0.31
8 C -0.11


P has the most favorable energy; the next structure is 41.7 kcal/mol above.


P.
Density functional theory data (ωB97M-V/def2-TZVPD) for a cluster of 2 separate species, C2H10N2P in total.

Geometry (Å):
P  2.64  0.68  0.12
N  1.43  -0.19  -0.41
N  -1.67  -0.27  -1.31
C  -2.22  -0.07  -0.10
C  -1.42  -0.46  1.02
H  -3.23  0.19  -0.02
H  -2.08  0.01  -2.19
H  3.58  1.39  -0.71
H  2.02  1.59  0.94
H  1.68  -1.00  -0.98
H  -0.62  0.29  1.23
H  -0.59  -0.38  -1.30
H  3.50  -0.03  0.97
H  -1.00  -1.44  0.82
H  -2.02  -0.30  1.94

Summary:
* Kohn-Sham gap: 8.021 eV
* total charge: +1
* HOMO: -12.905 eV
* spin multiplicity: 1

These are the Löwdin partial charges, in e, on atoms 1 to 8:
1 P 0.70
2 N -0.40
3 N 0.20
4 C -0.04
5 C -0.06
6 H 0.13
7 H 0.14
8 H -0.02


Q.
Density functional theory data (ωB97M-V/def2-TZVPD) for a cluster of 2 separate species, C2H10N2P in total.

Geometry (Å):
P  -0.34  0.11  0.11
N  -1.15  0.38  1.48
N  -1.20  0.70  -1.10
C  -0.16  -1.73  -0.32
C  1.23  0.93  -0.32
H  -1.58  -0.38  2.02
H  1.87  0.26  -0.84
H  1.05  1.94  -0.84
H  1.73  1.13  0.66
H  -2.38  1.40  0.91
H  0.37  -1.79  -1.31
H  -1.13  -2.33  -0.33
H  0.22  -2.42  0.46
H  -2.19  0.69  -1.05
H  -0.88  0.17  -1.96

Summary:
* Kohn-Sham gap: 9.332 eV
* total charge: +1
* HOMO: -15.307 eV
* spin multiplicity: 1

These are the Löwdin partial charges, in e, on atoms 1 to 8:
1 P 0.59
2 N -0.12
3 N -0.13
4 C -0.17
5 C -0.15
6 H 0.04
7 H 0.04
8 H 0.10


P has the most favorable energy; the next structure is 22.6 kcal/mol above.